#P
2 unconnected molecules or ions with the total composition C5H7ClN2, computed with ωB97M-V/def2-TZVPD.

Summary:
HOMO level in eV: -7.342
M in u: 130.58
Frontier orbital gap in hartree: 0.2691

Positions of all 15 atoms, in Å:
C (-1.963, 0.555, -1.890)
C (1.391, -1.683, 0.689)
C (-0.600, 0.830, 0.205)
C (2.204, -0.256, -1.085)
C (-0.748, 1.040, 1.652)
N (-1.384, 0.634, -0.718)
N (1.945, -1.079, -0.251)
Cl (3.559, -0.491, -2.289)
H (-2.398, -0.429, -2.306)
H (-2.211, 1.519, -2.343)
H (1.919, -1.515, 1.576)
H (0.506, -2.322, 0.692)
H (-1.699, 1.575, 1.820)
H (0.217, 1.584, 2.142)
H (-0.739, 0.039, 2.108)

=====

#Q
C5H7ClN2 in the gas phase, computed with ωB97M-V/def2-TZVPD.

Summary:
SMILES: Cc1c(Cl)c[nH]c1N
HOMO level in eV: -8.007
M in u: 130.58
Frontier orbital gap in hartree: 0.3253

Positions of all 15 atoms, in Å:
C (1.001, -1.409, -0.798)
C (0.353, -0.080, -0.377)
C (-0.790, 0.010, 0.466)
C (0.117, 2.046, 0.382)
C (0.840, 1.258, -0.522)
H (2.108, -1.614, -0.420)
H (0.402, -2.297, -0.688)
H (1.147, -1.437, -1.869)
H (-1.290, -1.673, 1.414)
H (-2.077, -1.521, 0.057)
H (-1.628, 1.596, 1.488)
H (0.109, 3.143, 0.683)
N (-1.660, -1.028, 0.765)
N (-0.878, 1.211, 0.877)
Cl (2.247, 1.795, -1.459)

=====

Energy comparison, zero being the most stable, in eV: #P 5.327; #Q 0.000.

=====

#P
A gas-phase ion, C6H9N4 (charge +1), computed with ωB97M-V/def2-TZVPD.

Summary:
HOMO level in eV: -12.308
M in u: 137.17
Charge: +1
Frontier orbital gap in hartree: 0.3206

Positions of all 19 atoms, in Å:
C (-1.763, 1.069, -0.136)
C (-0.106, -0.316, -0.136)
C (0.412, 0.946, -0.099)
C (2.654, 0.480, -0.043)
C (1.763, -1.753, 0.537)
C (-2.476, -1.132, -0.095)
N (2.582, -0.761, 0.311)
N (-0.671, 1.831, -0.103)
N (-1.469, -0.175, -0.075)
N (1.679, 1.420, -0.238)
H (-2.786, 1.469, -0.079)
H (3.749, 0.711, -0.078)
H (1.440, -1.943, 1.547)
H (1.874, -2.536, -0.280)
H (-2.245, -1.804, -0.878)
H (-2.371, -1.911, 0.746)
H (-3.493, -0.770, -0.096)
H (-0.478, 2.805, -0.239)
H (1.704, 2.368, -0.566)

=====

#Q
A gas-phase ion, C6H9N4 (charge +1), computed with ωB97M-V/def2-TZVPD.

Summary:
SMILES: CN/C(=[NH+]\C)C(C#N)C#N
HOMO level in eV: -15.373
M in u: 137.17
Charge: +1
Frontier orbital gap in hartree: 0.4209

Positions of all 19 atoms, in Å:
C (2.481, 1.277, 0.530)
C (2.507, -0.922, -0.287)
C (0.243, 0.008, 0.248)
C (-1.918, -1.352, 0.625)
C (-1.461, 1.144, -0.994)
C (1.906, -0.005, 0.699)
N (2.963, 2.262, 0.223)
N (2.938, -1.538, -1.154)
N (-0.406, -1.069, 0.531)
N (-0.215, 1.073, -0.335)
H (-2.278, -0.348, 0.627)
H (-2.161, -2.039, -0.163)
H (-1.946, -1.703, 1.618)
H (-1.258, 1.821, -1.893)
H (-2.216, 1.781, -0.461)
H (-1.696, 0.184, -1.459)
H (2.082, -0.357, 1.771)
H (0.013, -2.006, 0.646)
H (0.422, 1.788, -0.772)

=====

Energy comparison, zero being the most stable, in eV: #P 0.828; #Q 0.000.

=====

#P
C6H7NS in the gas phase, computed with ωB97M-V/def2-TZVPD.

Summary:
SMILES: C#C[C@@H]1C(=S)CN1C
HOMO level in eV: -8.833
M in u: 125.20
Frontier orbital gap in hartree: 0.3142

Positions of all 15 atoms, in Å:
C (-2.344, -1.032, -0.080)
C (0.078, -1.415, -0.549)
C (0.923, -0.306, 0.028)
C (-0.321, 0.227, 0.746)
C (-0.865, 1.452, 0.136)
C (-1.274, 2.455, -0.389)
H (-3.016, -0.627, 0.691)
H (-2.648, -2.065, -0.279)
H (-2.476, -0.436, -1.001)
H (0.454, -2.433, -0.431)
H (-0.164, -1.210, -1.600)
H (-0.198, 0.359, 1.832)
H (-1.625, 3.361, -0.828)
N (-0.988, -1.054, 0.398)
S (2.463, 0.134, -0.033)

=====

#Q
C6H7NS in the gas phase, computed with ωB97M-V/def2-TZVPD.

Summary:
SMILES: CSc1cccnc1
HOMO level in eV: -8.840
M in u: 125.20
Frontier orbital gap in hartree: 0.3524

Positions of all 15 atoms, in Å:
C (2.295, 1.423, 0.568)
C (-0.080, 0.318, -0.507)
C (-0.017, -1.011, -0.903)
C (-1.153, -1.747, -0.602)
C (-2.156, -1.198, 0.206)
C (-1.090, 0.814, 0.317)
H (3.025, 2.227, 0.431)
H (1.631, 1.621, 1.464)
H (2.751, 0.396, 0.689)
H (0.856, -1.431, -1.450)
H (-1.173, -2.803, -0.934)
H (-3.026, -1.845, 0.404)
H (-1.001, 1.826, 0.617)
N (-2.128, 0.047, 0.674)
S (1.266, 1.365, -0.974)

=====

Energy comparison, zero being the most stable, in eV: #P 3.150; #Q 0.000.

=====

#P
C6H7NS in the gas phase, computed with ωB97M-V/def2-TZVPD.

Summary:
HOMO level (alpha / beta) in eV: -6.975 / -6.975
M in u: 125.20
Frontier orbital gap (alpha / beta) in hartree: 0.1435 / 0.1435

Positions of all 15 atoms, in Å:
C (-4.021, -0.075, -0.071)
C (-1.851, 0.467, 0.526)
C (-0.644, 0.573, 0.447)
C (0.823, 0.569, 0.371)
C (1.520, -0.375, -0.437)
C (2.987, -0.464, -0.347)
N (-3.113, 0.492, 0.694)
S (-5.559, -0.245, 0.348)
H (-3.677, -0.583, -0.932)
H (1.191, 1.626, 0.092)
H (1.269, 0.553, 1.315)
H (0.966, -0.854, -1.256)
H (3.547, -1.066, -1.074)
H (3.113, -1.144, 0.640)
H (3.449, 0.526, -0.316)

=====

#Q
C6H7NS in the gas phase, computed with ωB97M-V/def2-TZVPD.

Summary:
SMILES: CC1=C=NCC=CS1
HOMO level in eV: -7.647
M in u: 125.20
Frontier orbital gap in hartree: 0.3050

Positions of all 15 atoms, in Å:
C (0.284, 0.820, 0.398)
C (-2.010, -0.846, 0.083)
C (-0.931, -1.667, 0.025)
C (-2.175, 0.698, 0.259)
C (1.386, 0.145, 0.329)
C (2.732, 0.622, 0.099)
N (-0.841, 1.155, 0.805)
S (0.801, -1.574, 0.384)
H (-3.023, -1.409, -0.118)
H (-1.027, -2.658, -0.096)
H (-2.765, 1.056, 1.101)
H (-2.507, 1.228, -0.756)
H (3.286, 0.905, 0.954)
H (2.784, 1.405, -0.637)
H (3.526, -0.097, -0.404)

=====

Energy comparison, zero being the most stable, in eV: #P 2.876; #Q 0.000.

=====

#P
C4H9N3 in the gas phase, computed with ωB97M-V/def2-TZVPD.

Summary:
SMILES: C=C(C)/N=C/NN
HOMO level in eV: -8.374
M in u: 99.14
Frontier orbital gap in hartree: 0.3417

Positions of all 16 atoms, in Å:
C (-1.538, 1.875, -0.946)
C (-1.178, 0.469, -0.555)
C (-2.032, -0.486, -0.084)
C (0.766, -0.527, 0.207)
H (-1.178, 2.553, -0.147)
H (-2.629, 2.031, -1.200)
H (-0.946, 1.989, -1.929)
H (-3.075, -0.268, 0.142)
H (-1.733, -1.556, 0.106)
H (0.272, -0.759, 1.179)
H (2.561, -0.738, -0.769)
H (2.740, -2.104, 1.671)
H (2.852, -0.396, 1.817)
N (0.200, 0.160, -0.729)
N (2.025, -1.046, 0.058)
N (2.894, -1.197, 1.180)

=====

#Q
2 unconnected molecules or ions with the total composition C4H9N3, computed with ωB97M-V/def2-TZVPD.

Summary:
HOMO level in eV: -8.682
M in u: 99.14
Frontier orbital gap in hartree: 0.3510

Positions of all 16 atoms, in Å:
C (1.675, 2.001, -0.812)
C (-0.754, -0.352, -0.269)
C (-1.876, 0.586, -0.432)
C (-0.386, -0.687, 1.194)
N (2.484, 1.083, -0.711)
N (3.228, 0.270, -0.486)
N (-0.259, -0.798, -1.343)
H (0.992, 2.064, -1.634)
H (1.505, 2.583, 0.025)
H (-1.669, 1.424, 0.179)
H (-2.805, 0.050, -0.043)
H (-2.237, 0.752, -1.418)
H (-1.217, -0.279, 1.758)
H (0.548, -0.140, 1.437)
H (-0.152, -1.796, 1.235)
H (0.534, -1.435, -1.185)

=====

Energy comparison, zero being the most stable, in eV: #P 0.000; #Q 0.997.

=====

#P
C4H9N3 in the gas phase, computed with ωB97M-V/def2-TZVPD.

Summary:
SMILES: [H]/N=C(\N)N(C)C=C
HOMO level in eV: -8.050
M in u: 99.14
Frontier orbital gap in hartree: 0.3266

Positions of all 16 atoms, in Å:
C (0.347, -0.780, -1.571)
N (-0.103, -0.256, -0.302)
C (0.705, 0.558, 0.443)
N (2.050, 0.591, 0.096)
C (-1.470, -0.387, 0.071)
C (-2.062, -0.328, 1.254)
N (0.162, 1.251, 1.370)
H (2.305, 0.458, -0.884)
H (2.578, 1.315, 0.558)
H (0.828, 1.693, 2.001)
H (-2.022, -0.829, -0.747)
H (0.647, 0.013, -2.262)
H (-0.479, -1.315, -2.037)
H (1.187, -1.466, -1.438)
H (-3.080, -0.657, 1.354)
H (-1.593, 0.141, 2.094)

=====

#Q
2 unconnected molecules or ions with the total composition C4H9N3, computed with ωB97M-V/def2-TZVPD.

Summary:
SMILES: C[C@]1(N)CN1.C#N
HOMO level in eV: -9.185
M in u: 99.14
Frontier orbital gap in hartree: 0.3674

Positions of all 16 atoms, in Å:
C (3.862, 0.224, 0.304)
C (-1.130, -0.345, 1.014)
C (0.056, -0.600, -1.318)
C (-0.258, 0.245, -0.039)
N (4.554, -0.531, 0.850)
N (1.073, -0.189, -0.336)
N (-0.411, 1.630, -0.149)
H (-1.046, -1.404, 1.083)
H (-0.982, 0.146, 1.987)
H (-2.031, -0.002, 0.636)
H (-0.154, -1.611, -1.317)
H (0.242, -0.280, -2.300)
H (1.446, -0.933, 0.350)
H (3.093, 0.835, -0.282)
H (-0.295, 1.926, -1.151)
H (-1.310, 1.909, 0.093)

=====

Energy comparison, zero being the most stable, in eV: #P 0.000; #Q 1.585.

=====

#P
2 unconnected molecules or ions with the total composition C4H9N3, computed with ωB97M-V/def2-TZVPD.

Summary:
SMILES: [H]/N=C\C#N.CCN
HOMO level in eV: -9.405
M in u: 99.14
Frontier orbital gap in hartree: 0.3357

Positions of all 16 atoms, in Å:
C (1.159, 0.603, 0.443)
C (1.136, 0.851, -1.059)
N (1.895, -0.613, 0.732)
H (1.904, -0.810, 1.726)
H (1.485, -1.402, 0.248)
H (1.673, 1.424, 0.950)
H (0.117, 0.582, 0.822)
H (0.590, 0.057, -1.564)
H (0.656, 1.802, -1.274)
H (2.151, 0.873, -1.445)
C (-1.821, -1.001, 0.067)
N (-1.719, -0.870, -1.180)
C (-2.547, -0.145, 0.952)
N (-3.145, 0.567, 1.624)
H (-2.202, -0.065, -1.580)
H (-1.331, -1.851, 0.538)

=====

#Q
2 unconnected molecules or ions with the total composition C4H9N3, computed with ωB97M-V/def2-TZVPD.

Summary:
HOMO level in eV: -7.332
M in u: 99.14
Frontier orbital gap in hartree: 0.3059

Positions of all 16 atoms, in Å:
C (2.508, -0.576, 0.201)
C (-0.724, 0.133, 1.193)
C (-0.635, 1.949, -0.299)
C (-0.463, -1.635, -0.748)
N (1.774, 0.295, 0.108)
N (-0.579, 0.563, -0.081)
N (-0.490, -0.242, -1.098)
H (2.954, -1.532, 0.292)
H (-0.416, -0.812, 1.461)
H (-0.670, 0.889, 1.990)
H (-1.118, 2.181, -1.376)
H (-1.254, 2.420, 0.469)
H (0.448, 2.222, -0.034)
H (-0.528, -2.111, -1.656)
H (0.529, -1.832, -0.313)
H (-1.335, -1.913, -0.107)

=====

#R
A molecular structure, C4H9N3, computed with ωB97M-V/def2-TZVPD.

Summary:
HOMO level (alpha / beta) in eV: -6.479 / -6.480
M in u: 99.14
Frontier orbital gap (alpha / beta) in hartree: 0.2723 / 0.2723

Positions of all 16 atoms, in Å:
C (1.688, -0.291, -0.653)
C (-0.914, -0.583, 0.001)
C (-0.855, 0.776, -0.201)
N (-2.155, -1.159, 0.132)
N (2.333, 0.585, 0.185)
C (-1.161, 1.881, 0.446)
N (0.212, -1.287, -0.062)
H (-2.271, -2.051, -0.329)
H (-2.927, -0.524, -0.019)
H (0.052, -2.289, -0.080)
H (3.170, 0.225, 0.624)
H (1.750, 1.034, 0.881)
H (2.258, -1.197, -0.827)
H (1.356, 0.160, -1.582)
H (-1.872, 1.902, 1.275)
H (-0.665, 2.818, 0.208)

=====

#S
A molecular structure, C4H9N3, computed with ωB97M-V/def2-TZVPD.

Summary:
HOMO level in eV: -7.607
M in u: 99.14
Frontier orbital gap in hartree: 0.3153

Positions of all 16 atoms, in Å:
C (-1.933, 0.053, -0.070)
C (1.407, 1.318, 0.184)
N (-1.224, -1.157, -0.361)
N (-0.996, 1.065, -0.579)
C (0.102, -0.862, -0.181)
C (0.156, 0.500, 0.116)
N (1.034, -1.884, -0.100)
H (-1.589, -2.044, -0.044)
H (-1.224, 1.965, -0.170)
H (1.750, -1.874, -0.813)
H (1.519, -2.037, 0.776)
H (-2.916, 0.076, -0.547)
H (-1.278, 0.276, 1.191)
H (1.257, 2.190, 0.824)
H (1.698, 1.688, -0.801)
H (2.239, 0.729, 0.574)

=====

Energy comparison, zero being the most stable, in eV: #P 0.000; #Q 3.189; #R 2.744; #S 1.688.